(1)
73
Properties=species:S:1:pos:R:3 method="wB97M-V/def2-TZVPD" molar_mass_g_mol=478.51 multiplicity=1 largest_force_ev_per_a=4.61 lumo_energy_ev=-2.43 e_tot_ev=-48358.14640
C -1.5333 -1.5200 -1.3688
C -1.8367 -0.3169 -0.6143
C -2.7607 0.6710 -0.9877
C -3.5155 1.3626 0.0296
C -3.7686 0.7404 1.3722
C -4.0723 2.5970 -0.2485
C -4.0156 3.1401 -1.5442
C -4.5334 4.5163 -1.8222
C -3.5293 2.3438 -2.5826
C -2.9959 1.0824 -2.3545
C -2.7124 0.2378 -3.5570
H -1.5962 -2.3775 -0.6908
H -2.2088 -1.7409 -2.1969
H -0.5130 -1.4284 -1.7511
H -1.4241 -0.2629 0.3890
H -4.1448 1.5198 2.0493
H -4.5384 -0.0441 1.2901
H -2.8679 0.2659 1.7829
H -4.5733 3.1373 0.5623
H -3.9065 5.0351 -2.5605
H -5.5587 4.4602 -2.2111
H -4.5516 5.1078 -0.9008
H -3.6060 2.7142 -3.6109
H -2.8086 0.8626 -4.4650
H -1.7087 -0.2019 -3.5477
H -3.4535 -0.5754 -3.6504
C -1.2187 -5.9106 2.9183
O -1.3588 -4.5504 3.3824
C -0.8851 -3.5437 2.6016
C -0.8349 -2.2538 3.1782
C -0.2303 -1.2120 2.4881
C 0.3558 -1.4393 1.2449
B 1.1026 -0.2252 0.4361
C 2.5577 -0.8916 0.7876
C 3.4114 -1.6257 -0.0048
C 4.7155 -1.7545 0.5941
C 4.8071 -1.1401 1.8239
C 5.9806 -1.0045 2.7044
S 3.2417 -0.5433 2.3312
O 1.0607 -0.1631 -0.9766
C 1.6060 1.1085 -1.3352
C 2.8658 0.8549 -2.1450
C 0.6004 1.8138 -2.2340
C 1.8295 1.8798 0.0690
C 3.2880 2.0113 0.4514
C 1.2023 3.2686 0.1519
O 1.1335 1.0796 1.0217
C 0.3198 -2.7110 0.6900
C -0.3819 -3.7462 1.2969
H -1.5654 -6.5104 3.7610
H -1.8503 -6.1018 2.0355
H -0.1702 -6.1511 2.6890
H -1.2756 -2.1129 4.1637
H -0.1850 -0.2185 2.9311
H 3.1456 -2.0865 -0.9496
H 5.5413 -2.2816 0.1126
H 6.7834 -1.6276 2.3140
H 6.3257 0.0347 2.7395
H 5.7292 -1.3249 3.7170
H 3.3530 1.7980 -2.4344
H 3.5954 0.2268 -1.6252
H 2.5862 0.3490 -3.0769
H 1.0580 2.7185 -2.6455
H 0.3426 1.1602 -3.0813
H -0.3165 2.0619 -1.6855
H 3.7751 2.7586 -0.1884
H 3.3620 2.3552 1.4899
H 3.8356 1.0710 0.3574
H 1.6038 3.9058 -0.6471
H 0.1074 3.2301 0.1020
H 1.4904 3.7245 1.1049
H 0.8258 -2.9079 -0.2555
H -0.5322 -4.6991 0.7852

---

(2)
86
Properties=species:S:1:pos:R:3 method="wB97M-V/def2-TZVPD" molar_mass_g_mol=822.10 multiplicity=2 largest_force_ev_per_a=0.22 charge=-1 lumo_energy_ev="2.20 / 2.20" e_tot_ev=-61270.89926
Hg -0.4640 -0.1273 0.2499
C 2.6176 5.2944 -1.0604
O 2.3834 3.9334 -1.3903
C 1.5468 3.1798 -0.6342
O 1.2268 2.0866 -1.0001
N 1.1415 3.7861 0.5425
N 0.2707 3.0147 1.3267
H 3.1267 5.7243 -1.9187
H 3.2706 5.3890 -0.1876
H 1.6834 5.8263 -0.8801
H 1.8742 4.2822 1.0335
H -0.2205 3.6234 1.9645
H 0.7567 2.2749 1.8285
N -3.6410 -3.4342 -1.1057
C -2.4750 -4.1160 -1.3433
C -1.5438 -3.5593 -0.5179
N -2.1100 -2.5380 0.2056
C -3.3706 -2.4897 -0.1695
C -4.3505 -1.4993 0.2590
N -4.2986 -0.8000 1.3655
C -5.3969 0.0213 1.3269
C -6.1149 -0.1936 0.1878
N -5.4487 -1.1860 -0.4856
H -4.4920 -3.5223 -1.6368
H -2.4096 -4.8957 -2.0807
H -0.4888 -3.7665 -0.4547
H -5.6038 0.7159 2.1244
H -7.0075 0.2611 -0.2031
H -5.5957 -1.4567 -1.4495
C 2.5996 0.4227 -3.9570
C 3.3916 -0.7724 -3.4234
C 4.4063 -1.2291 -4.4593
O 2.4895 -1.8339 -3.1571
B 1.9862 -1.6359 -1.8244
O 2.8719 -0.7040 -1.1660
C 3.9862 -0.4835 -2.0130
C 5.0811 -1.4832 -1.6367
C 4.4932 0.9371 -1.8186
H 2.0171 0.0903 -4.8178
H 3.2553 1.2389 -4.2715
H 1.9122 0.7991 -3.1975
H 3.9026 -1.3852 -5.4150
H 4.8694 -2.1691 -4.1628
H 5.1870 -0.4766 -4.6019
H 4.7390 -2.5034 -1.8154
H 5.2931 -1.3758 -0.5714
H 6.0039 -1.3131 -2.1971
H 3.6854 1.6559 -1.9376
H 5.2901 1.1688 -2.5314
H 4.9002 1.0409 -0.8093
O 0.5402 -1.5394 -1.5664
O 1.3699 -2.7175 -1.1050
N -4.9765 -2.0287 -3.6716
C -4.2669 -1.1624 -3.3584
C -3.5254 -0.0893 -2.8289
C -4.0868 1.2472 -2.7606
C -3.4216 2.1559 -1.9519
C -2.3023 1.7996 -1.2368
N -1.7812 0.5024 -1.3075
C -2.3731 -0.3760 -2.1050
H -4.9738 1.5069 -3.3188
H -3.7841 3.1736 -1.8660
H -1.7667 2.4834 -0.5956
H -1.9190 -1.3599 -2.1544
C -1.6427 0.5797 5.4058
N -2.0613 0.1863 4.0811
C -2.2004 1.3330 3.2132
C -1.2702 -0.8976 3.4891
C 0.1990 -0.5953 3.2370
C 1.0896 -0.6797 4.3098
C 2.4369 -0.3910 4.1609
C 2.9216 -0.0300 2.9124
C 2.0562 0.0318 1.8278
C 0.6918 -0.2445 1.9724
H -2.3898 1.2544 5.8321
H -0.6692 1.0988 5.4289
H -1.5713 -0.2994 6.0500
H -2.9405 2.0188 3.6353
H -2.5457 1.0143 2.2298
H -1.2562 1.8892 3.0922
H -1.7620 -1.1876 2.5590
H -1.3427 -1.7500 4.1717
H 0.7171 -0.9928 5.2795
H 3.1061 -0.4679 5.0100
H 3.9776 0.1710 2.7714
H 2.4516 0.2438 0.8405

---

(3)
79
Properties=species:S:1:pos:R:3 method="wB97M-V/def2-TZVPD" molar_mass_g_mol=577.08 multiplicity=1 largest_force_ev_per_a=2.04 charge=+1 lumo_energy_ev=-3.32 e_tot_ev=-67230.51058
C -3.6342 -1.8568 -1.8412
C -2.3471 -2.1760 -2.0082
C -1.3451 -1.1449 -2.4685
C -0.4456 -0.7559 -1.3188
C -1.0209 -0.0980 -0.2458
C -0.2504 0.3538 0.8165
P -1.0532 1.2672 2.2255
C -2.2486 2.4362 1.4925
O -1.9769 0.1592 3.0255
C 1.1132 0.1212 0.7895
C 1.9988 0.6499 1.8937
C 2.7332 1.9439 1.4861
C 1.8545 2.9941 0.7993
C 1.8871 2.8864 -0.7410
C 0.5274 3.0277 -1.4321
C 0.1651 4.4497 -1.8706
O 0.2056 4.5660 -3.3005
C -0.9736 4.3001 -3.9311
O -1.0804 3.3334 -4.6430
C -2.0517 5.3097 -3.7454
C -2.5549 5.9614 -4.7889
N 1.6563 -0.5766 -0.2424
C 3.1034 -0.8682 -0.2501
C 3.3998 -2.2390 0.4087
C 4.6308 -2.1736 1.2926
Cl 6.1209 -2.0390 0.3312
C 0.9019 -1.0185 -1.2859
C 1.5380 -1.7888 -2.4155
C 1.8485 -0.8509 -3.5633
N 2.1527 0.3467 -3.3060
H -4.0555 -1.0888 -2.4839
H -4.2676 -2.2940 -1.0805
H -1.9748 -3.1858 -1.8695
H -1.8816 -0.2480 -2.7865
H -0.7972 -1.4868 -3.3478
H -2.0928 0.0645 -0.2696
H -2.6912 2.1626 0.5322
H -3.0601 2.5052 2.2190
H -1.7909 3.4227 1.4426
H -2.3919 -0.4365 2.3857
H 2.7330 -0.1300 2.1032
H 1.4135 0.7817 2.7957
H 3.6052 1.7427 0.8634
H 3.1291 2.3817 2.4044
H 0.8230 2.9713 1.1544
H 2.2406 3.9750 1.0838
H 2.6184 3.5639 -1.1836
H 2.2419 1.8824 -0.9914
H -0.2637 2.6728 -0.7655
H 0.4883 2.3736 -2.3049
H 0.8239 5.2030 -1.4413
H -0.8392 4.6924 -1.5152
H -2.4207 5.5389 -2.7520
H -2.4942 5.5495 -5.7896
H -3.0218 6.9313 -4.6845
H 3.6441 -0.1189 0.3095
H 3.4747 -0.8187 -1.2668
H 2.5560 -2.4632 1.0671
H 3.5123 -3.0231 -0.3371
H 4.5947 -1.3312 1.9809
H 4.6998 -3.0726 1.9008
H 0.8298 -2.5551 -2.7253
H 2.4304 -2.3147 -2.0865
H 1.7926 -1.2718 -4.5682
H 2.3415 0.8583 -4.1674
C -2.3774 -5.0794 5.6368
C -1.8416 -3.8028 5.5218
C -1.7046 -3.2167 4.2748
C -2.1155 -3.9305 3.1614
C -2.6480 -5.2050 3.2523
C -2.7763 -5.7797 4.5048
N -1.9943 -3.3080 1.8412
O -1.4957 -2.1879 1.7854
O -2.3894 -3.9174 0.8747
H -2.4868 -5.5305 6.6137
H -1.5335 -3.2614 6.4051
H -1.2927 -2.2228 4.1743
H -2.9579 -5.7393 2.3667
H -3.1911 -6.7733 4.5988

---

Asked for energy above the lowest of the compared OMol25 structures with the same formula, charge and spin across the records above, the calculation gives 93.06 3.01 0.00 kcal/mol in order.